The following is a DFT calculation (wB97M-V/def2-TZVPD) of a structure of composition C7H14PPtS at a distorted geometry.

For the orbital gap (spin up / spin down), the calculation gives 1.9451 / 5.0156 eV. As for the total energy: -30852.3517 eV. As for the multiplicity: 3. For the energy above the lowest of the compared OMol25 structures with the same formula, charge and spin, the calculation gives 0.565 eV. As for the total charge: -1. Its molar mass is 356.31 Da.

Last column: Mulliken spin population.
Cartesian coordinates (Å):
C  0.010  -0.213  -2.372  0.300
C  -0.564  -1.253  -3.171  -0.057
C  0.034  -2.491  -2.802  0.417
C  1.012  -2.235  -1.792  -0.010
C  1.011  -0.846  -1.504  0.316
Pt  -0.484  2.003  1.009  1.292
P  -0.117  3.918  0.282  -0.732
H  -0.271  0.830  -2.371  0.015
H  -1.366  -1.121  -3.894  0.002
H  -0.208  -3.465  -3.233  0.027
H  1.619  -0.309  -0.764  -0.011
H  1.642  -2.992  -1.326  -0.002
H  -0.637  4.806  1.277  0.042
H  -0.829  4.359  -0.876  0.085
H  1.224  4.375  0.055  0.072
C  -0.100  -1.615  1.497  -0.251
S  -1.185  -0.200  1.767  0.163
C  -0.359  0.447  3.243  0.299
H  -0.159  -1.907  0.447  0.083
H  -0.506  -2.412  2.133  0.032
H  0.927  -1.380  1.787  0.035
H  -1.035  0.154  4.050  -0.061
H  0.623  -0.009  3.365  -0.065
H  -0.283  1.556  3.194  0.010

***

The following is a DFT calculation (wB97M-V/def2-TZVPD) of a structure of composition C7H14PRuS at a distorted geometry.

For the orbital gap (spin up / spin down), the calculation gives 3.8991 / 6.3542 eV. As for the total energy: -30182.0145 eV. As for the multiplicity: 6. For the energy above the lowest of the compared OMol25 structures with the same formula, charge and spin, the calculation gives 2.321 eV. As for the total charge: 0. Its molar mass is 262.30 Da.

Last column: Mulliken spin population.
Cartesian coordinates (Å):
C  -1.120  1.026  -1.290  0.019
C  -1.562  2.048  -2.182  0.336
C  -0.481  2.957  -2.390  0.248
C  0.641  2.500  -1.652  0.094
C  0.250  1.327  -0.907  0.282
Ru  0.855  -0.373  1.465  3.391
P  0.641  -2.476  0.929  0.186
H  -1.689  0.168  -0.946  -0.054
H  -2.552  2.124  -2.632  0.013
H  -0.504  3.854  -3.001  0.002
H  0.872  0.710  -0.195  0.048
H  1.634  2.943  -1.616  -0.019
H  1.685  -2.995  0.104  -0.001
H  -0.499  -2.820  0.134  0.015
H  0.585  -3.482  1.946  0.060
C  -0.130  -0.675  3.537  0.084
S  1.506  0.109  3.599  0.168
C  1.023  1.683  2.810  0.118
H  -0.509  -0.788  2.450  0.025
H  -0.844  -0.023  4.042  0.014
H  -0.045  -1.659  3.986  0.006
H  0.205  2.156  3.361  -0.054
H  1.917  2.310  2.798  -0.053
H  0.712  1.502  1.744  0.072

***

The following is a DFT calculation (wB97M-V/def2-TZVPD) of a structure of composition C7H15AgBr2N3P.

For the orbital gap, the calculation gives 9.8458 eV. As for the total energy: -165330.1350 eV. As for the total charge: +2. Its molar mass is 439.87 Da.

Last column: natural (NBO) charge in e.
Cartesian coordinates (Å):
Ag  -2.654  -1.172  0.234  0.654
Br  -4.019  -3.548  0.519  0.090
C  -5.312  -2.704  1.690  -0.509
Br  -4.847  -0.854  1.988  0.092
H  -5.296  -3.223  2.639  0.260
H  -6.279  -2.743  1.204  0.260
C  1.704  1.434  -1.717  -0.053
N  1.927  -0.056  -1.376  -0.389
C  2.659  -0.134  -0.019  -0.054
N  1.929  0.566  0.979  -0.423
C  1.740  1.966  0.596  -0.080
N  1.005  2.082  -0.665  -0.422
C  -0.389  1.669  -0.545  -0.510
P  -0.507  -0.117  -0.052  0.696
C  0.631  -0.811  -1.338  -0.534
C  0.687  -0.094  1.368  -0.508
H  1.158  1.466  -2.659  0.234
H  2.698  1.860  -1.848  0.242
H  2.526  -0.468  -2.096  0.448
H  3.636  0.320  -0.181  0.242
H  2.775  -1.190  0.219  0.233
H  2.716  2.436  0.482  0.236
H  1.198  2.488  1.382  0.235
H  -0.919  1.828  -1.485  0.255
H  -0.884  2.274  0.216  0.262
H  0.160  -0.752  -2.319  0.263
H  0.847  -1.858  -1.122  0.262
H  0.882  -1.112  1.708  0.255
H  0.227  0.445  2.198  0.262

***

The following is a DFT calculation (wB97M-V/def2-TZVPD) of a structure of composition C7H15Br3O14P2S2 at a distorted geometry.

For the orbital gap, the calculation gives 9.8273 eV. As for the total energy: -286541.2057 eV. As for the total charge: 0. Its molar mass is 688.98 Da.

Last column: natural (NBO) charge in e.
Cartesian coordinates (Å):
C  1.073  -1.899  0.661  -0.640
C  0.892  -2.409  -0.822  -0.294
Br  -0.616  -3.671  -1.044  0.042
C  0.801  -1.228  -1.871  0.010
Br  0.650  -1.917  -3.719  0.021
O  -0.307  -0.368  -1.544  -0.753
P  0.068  1.260  -1.815  2.450
O  -1.253  1.956  -2.060  -1.034
O  0.822  1.977  -0.495  -0.496
O  1.928  1.246  -0.039  -0.466
O  0.959  1.334  -3.237  -1.045
P  2.385  2.274  -3.116  1.298
O  2.752  2.538  -4.759  -0.948
Br  4.125  0.968  -2.434  -0.279
H  0.831  -0.808  0.705  0.212
H  2.128  -2.020  1.006  0.222
H  0.420  -2.449  1.389  0.245
H  1.831  -2.968  -1.083  0.233
H  1.780  -0.677  -1.806  0.217
H  1.941  1.182  0.940  0.505
H  2.875  1.632  -5.105  0.492
C  3.508  4.631  2.331  -0.102
C  2.439  5.241  3.220  -0.104
O  1.775  4.122  3.814  -0.676
S  2.838  2.920  4.019  2.526
O  3.308  2.957  5.366  -0.876
O  2.301  1.737  3.418  -0.914
O  4.002  3.504  3.060  -0.679
H  3.083  4.271  1.391  0.194
H  4.316  5.329  2.118  0.217
H  1.734  5.853  2.663  0.219
H  2.883  5.836  4.022  0.195
C  -5.828  -3.704  0.528  -0.100
C  -5.727  -2.831  -0.710  -0.103
O  -4.575  -3.312  -1.405  -0.673
S  -4.426  -4.902  -1.151  2.527
O  -4.996  -5.593  -2.264  -0.885
O  -3.103  -5.160  -0.680  -0.894
O  -5.453  -5.014  0.094  -0.680
H  -5.120  -3.383  1.297  0.193
H  -6.833  -3.716  0.945  0.211
H  -5.616  -1.776  -0.468  0.217
H  -6.596  -2.965  -1.360  0.192

***

- Which of these has the highest total charge?
  C7H15AgBr2N3P